1.
The following is a DFT calculation (wB97M-V/def2-TZVPD) of a molecular structure, C38H60IN4SiW.

Output
HOMO (alpha / beta)	-0.3873 / -0.4004	Ha
energy relative to the best compared isomer or geometry (same formula, charge and spin)	0.73	kJ/mol
net charge	+1
⟨S²⟩	2.021
gap between HOMO and LUMO (alpha / beta)	0.2761 / 0.2789	Ha
multiplicity	3

Element x y z (Å)
W (-0.4398, 0.5114, -0.0666)
C (1.9679, -0.8096, 3.4434)
C (1.4733, 0.2629, 4.3953)
C (2.2899, 1.5582, 4.3467)
C (-0.0296, 0.4945, 4.3239)
C (-0.6617, 0.4449, 5.5666)
C (-2.0151, 0.6448, 5.7211)
C (-2.7648, 0.9303, 4.6012)
C (-2.1931, 1.0130, 3.3348)
C (-3.1610, 1.4409, 2.2455)
C (-2.8696, 2.8514, 1.7333)
C (-3.3291, 0.4097, 1.1417)
C (-0.8131, 0.7636, 3.1798)
N (-0.1862, 0.8522, 1.8645)
C (0.6554, 1.9362, 1.6195)
C (1.5209, 1.9126, 0.5423)
N (1.5072, 0.8177, -0.3040)
C (2.5385, 0.6069, -1.3158)
C (2.3073, 1.0475, -2.6388)
C (3.2355, 0.7527, -3.6299)
C (4.3928, 0.0583, -3.3463)
C (4.6377, -0.3164, -2.0436)
C (3.7421, -0.0568, -1.0064)
C (4.2079, -0.5501, 0.3541)
C (4.2147, 0.5184, 1.4439)
C (3.5213, -1.8566, 0.7466)
C (1.1223, 1.8994, -3.0367)
C (1.4446, 3.3849, -2.8350)
C (0.6347, 1.6800, -4.4693)
H (3.0403, -0.9573, 3.5703)
H (1.7794, -0.5459, 2.4080)
H (1.4687, -1.7573, 3.6469)
H (1.6352, -0.1345, 5.3993)
H (2.2929, 2.0234, 3.3629)
H (3.3279, 1.3466, 4.6089)
H (1.9025, 2.2830, 5.0645)
H (-0.0550, 0.2354, 6.4383)
H (-2.4753, 0.5916, 6.6983)
H (-3.8267, 1.1161, 4.7028)
H (-4.1337, 1.4885, 2.7379)
H (-1.8442, 2.9449, 1.3762)
H (-2.9998, 3.5764, 2.5366)
H (-3.5441, 3.1244, 0.9175)
H (-2.5524, 0.5307, 0.3777)
H (-4.2626, 0.5531, 0.5936)
H (-3.2903, -0.6064, 1.5248)
H (0.5705, 2.8238, 2.2360)
H (2.1562, 2.7660, 0.3338)
H (3.0501, 1.0810, -4.6429)
H (5.1037, -0.1724, -4.1283)
H (5.5564, -0.8382, -1.8063)
H (5.2592, -0.8049, 0.2023)
H (3.2190, 0.8028, 1.7640)
H (4.7342, 1.4135, 1.0951)
H (4.7464, 0.1468, 2.3218)
H (2.4416, -1.7408, 0.8147)
H (3.8888, -2.2133, 1.7093)
H (3.7320, -2.6238, -0.0002)
H (0.2956, 1.6357, -2.3867)
H (2.2906, 3.6661, -3.4649)
H (1.7157, 3.6149, -1.8042)
H (0.5968, 4.0132, -3.1192)
H (1.3108, 2.1295, -5.1977)
H (-0.3370, 2.1620, -4.6024)
H (0.5294, 0.6225, -4.7103)
C (0.8912, -2.3654, -1.8274)
Si (-0.7649, -1.9087, -1.0391)
C (-1.1616, -3.2430, 0.2832)
C (-0.5094, -2.8230, 1.6024)
C (-0.5591, -4.5912, -0.1389)
C (-2.6626, -3.4414, 0.5140)
C (-2.0107, -1.9433, -2.5137)
C (-2.0935, -3.3254, -3.1755)
C (-3.4335, -1.5427, -2.0984)
C (-1.4619, -0.9668, -3.5644)
H (0.7740, -3.2464, -2.4640)
H (1.6322, -2.6109, -1.0695)
H (1.3075, -1.5614, -2.4369)
H (0.5598, -2.6408, 1.4781)
H (-0.6216, -3.6148, 2.3515)
H (-0.9575, -1.9135, 2.0157)
H (0.5293, -4.5505, -0.2006)
H (-0.9371, -4.9317, -1.1046)
H (-0.8177, -5.3538, 0.6031)
H (-3.1847, -2.5091, 0.7353)
H (-2.8186, -4.1128, 1.3645)
H (-3.1502, -3.8970, -0.3492)
H (-2.4956, -4.0802, -2.4993)
H (-1.1189, -3.6693, -3.5251)
H (-2.7547, -3.2837, -4.0483)
H (-3.9802, -2.3890, -1.6820)
H (-4.0136, -1.1920, -2.9631)
H (-3.4584, -0.7807, -1.3139)
H (-0.5253, -1.3318, -3.9876)
H (-1.2484, 0.0291, -3.1609)
H (-2.1702, -0.8461, -4.3927)
I (-2.3728, 5.9332, -2.4247)
C (-2.2962, 3.9128, -2.0643)
C (-3.1021, 2.9231, -2.5960)
N (-2.6853, 1.7584, -2.0908)
N (-1.6414, 1.9254, -1.2574)
C (-1.4030, 3.2409, -1.2369)
H (-3.9250, 2.9747, -3.2892)
H (-3.0305, 0.8282, -2.2874)
H (-0.6013, 3.6406, -0.6364)

Atom charges from the Mulliken analysis, given in e for atoms 1 to 6: W 2.8747; C -0.8890; C 0.6705; C -1.5929; C 0.2859; C -1.4913

2.
The following is a DFT calculation (wB97M-V/def2-TZVPD) of 2 unconnected molecules or ions with the total composition C2H2BrCl2I.

Output
HOMO (alpha / beta)	-0.2602 / -0.2333	Ha
energy relative to the best compared isomer or geometry (same formula, charge and spin)	557.90	kJ/mol
gap between HOMO and LUMO (alpha / beta)	0.1861 / 0.1167	Ha

Element x y z (Å)
C (-0.0431, -1.7403, 0.0807)
C (-0.3081, 1.5081, -0.1473)
Cl (-0.7214, 1.6459, 1.4533)
Cl (-1.5477, 1.9448, -1.1692)
Br (1.4190, 2.2054, -0.6747)
I (1.9580, -1.8291, 0.3701)
H (-0.5604, -1.8175, 0.9811)
H (-0.1962, -1.9172, -0.8940)

Atom charges from the Mulliken analysis, given in e for atoms 1 to 6: C -0.8447; C 0.1628; Cl -0.0833; Cl -0.1203; Br -0.0733; I 0.1985